1.
DFT (ωB97M-V/def2-TZVPD) results for 7 unconnected molecules or ions with the total composition C9H32N12O7.

The value obtained for the LUMO energy is 0.0105 hartree. As for the energy above the lowest of the compared OMol25 structures with the same formula, charge and spin: 0.000 eV. The gap between HOMO and LUMO comes out at 9.0 eV. Its SMILES is NC(N)=O.NC(N)=O.NC(N)=O.NC(N)=O.NC(N)=O.NC(N)=O.CC(C)O. Its charge is 0.

Geometry (Å):
1 N 0.0570 0.3595 -4.6879
2 C 0.2326 -0.8137 -4.0187
3 N -0.8093 -1.1837 -3.2148
4 O 1.2855 -1.4453 -4.0731
5 H 0.7091 0.6296 -5.4028
6 H -0.7272 0.9974 -4.6409
7 H -1.6594 -0.6492 -3.2120
8 H -0.6665 -1.9542 -2.5872
9 N -1.0274 4.0671 -2.7958
10 C -1.6451 4.0464 -4.0231
11 N -2.0533 5.2499 -4.5107
12 O -1.7893 2.9918 -4.6289
13 H -1.2863 4.8407 -2.2078
14 H -0.7830 3.1753 -2.4046
15 H -2.1076 6.0633 -3.9281
16 H -2.5312 5.2392 -5.3923
17 N 3.1334 -2.7132 -2.3510
18 C 3.3068 -2.4021 -1.0359
19 N 2.2767 -1.6537 -0.5127
20 O 4.2483 -2.7908 -0.3609
21 H 2.4052 -2.2633 -2.9024
22 H 3.8638 -3.2041 -2.8299
23 H 2.2334 -1.4630 0.4735
24 H 1.6578 -1.1200 -1.0951
25 N 3.7735 -0.5089 2.1317
26 C 3.1069 0.6169 2.5133
27 N 3.5762 1.7975 1.9731
28 O 2.0947 0.6029 3.2079
29 H 3.4478 -1.4020 2.4748
30 H 4.5956 -0.4042 1.5671
31 H 4.3191 1.8383 1.3022
32 H 2.8943 2.5326 2.0256
33 N -4.3066 -0.8933 2.8437
34 C -3.7354 -1.4126 3.9741
35 N -4.6202 -1.6575 4.9940
36 O -2.5694 -1.7660 4.0307
37 H -5.2779 -0.6517 2.8031
38 H -3.7083 -0.7145 2.0595
39 H -4.3572 -2.2712 5.7418
40 H -5.5902 -1.4077 4.9392
41 N 0.1530 -1.8327 3.1419
42 C 0.7850 -2.8931 2.5587
43 N 0.0859 -4.0732 2.6656
44 O 1.9284 -2.8186 2.1240
45 H 0.6263 -0.9460 3.2242
46 H -0.8227 -1.8628 3.4182
47 H -0.8639 -4.0412 2.9809
48 H 0.5811 -4.9043 2.4076
49 C -0.5104 2.5724 0.5441
50 C -0.1077 1.3489 -0.2605
51 C -0.3359 0.0654 0.5233
52 O -0.8808 1.3422 -1.4653
53 H 0.0482 2.5128 1.4775
54 H -1.5856 2.6017 0.7079
55 H -0.2166 3.4640 -0.0121
56 H 0.9672 1.4222 -0.4699
57 H 0.0438 0.1650 1.5356
58 H 0.1750 -0.7720 0.0377
59 H -1.3916 -0.2115 0.5877
60 H -0.6455 0.5588 -1.9659

Cartesian forces (eV/Å) of the 2 atoms listed first:
-0.17 0.31 -0.47
0.61 0.63 -0.19

2.
DFT (ωB97M-V/def2-TZVPD) results for a molecular structure, C34H67Br15N3O4.

The value obtained for the LUMO energy is -0.0987 hartree. As for the energy above the lowest of the compared OMol25 structures with the same formula, charge and spin: 13.285 eV. The gap between HOMO and LUMO comes out at 8.4 eV. Its charge is +1.

Geometry (Å):
1 C 0.1540 4.3390 -0.0619
2 C 1.5456 4.1338 -0.9339
3 C 1.3377 2.9390 -2.0852
4 O 2.5265 2.0724 -2.2188
5 C 2.2896 0.9876 -3.2105
6 C 1.6532 -0.3637 -2.4902
7 C -0.0017 -0.4003 -2.2493
8 C -0.9055 0.4603 -3.3483
9 C -2.3321 -0.3155 -3.7399
10 C -3.5621 0.1808 -2.7763
11 O -4.5841 1.0052 -3.4435
12 N -0.2625 -0.0528 -0.8008
13 C -1.3980 -0.7518 -0.0893
14 C -0.9502 -1.9407 0.9459
15 C -1.0066 -1.5148 2.5423
16 Br -2.7774 -0.7460 3.1170
17 C 1.0169 0.2002 -0.0352
18 N 1.2704 0.6847 1.2243
19 N 2.0761 -0.1645 -1.0517
20 C 3.3188 -0.8761 -0.5662
21 C 3.0485 -2.2719 0.2511
22 C 3.1114 -2.0304 1.8875
23 C 4.1923 -3.0215 2.6551
24 C 4.5610 -2.2508 4.0927
25 O 3.9521 -2.9549 5.2450
26 C 4.4493 -2.4082 6.5211
27 C 6.0218 -2.6484 6.9889
28 O 3.6315 -1.7446 7.3566
29 H 0.2757 5.3106 0.6156
30 H -0.8022 4.5046 -0.7218
31 H -0.0727 3.4447 0.6611
32 H 2.3808 3.8168 -0.1730
33 H 1.7671 5.1364 -1.5082
34 H 1.0640 3.4744 -3.0979
35 H 0.3832 2.3432 -1.7355
36 H 3.3670 0.6829 -3.6245
37 H 1.6839 1.3618 -4.1393
38 H 2.0547 -1.3671 -2.9592
39 H -0.2485 -1.5051 -2.5844
40 H -0.3335 0.5741 -4.3871
41 H -1.2469 1.5198 -2.9267
42 H -2.1701 -1.4938 -3.7424
43 H -2.5888 0.0702 -4.8392
44 H -3.1017 0.8169 -1.9021
45 H -4.0116 -0.7965 -2.2716
46 H -5.1488 1.3619 -2.6698
47 H -2.0517 -1.2774 -0.9387
48 H -2.0890 0.0770 0.3720
49 H -1.7606 -2.8090 0.8241
50 H 0.0850 -2.4453 0.7042
51 H -0.8901 -2.5373 3.1477
52 H -0.0880 -0.8517 2.8866
53 H 0.4362 0.9729 1.8017
54 H 2.2190 0.8095 1.6416
55 H 3.9783 -0.1229 0.0802
56 H 3.9895 -1.1346 -1.5188
57 H 3.9623 -2.9986 0.0051
58 H 2.0729 -2.8180 -0.1102
59 H 3.5214 -0.9268 2.0548
60 H 2.0487 -2.1014 2.3992
61 H 3.7875 -4.1049 2.8416
62 H 5.1779 -3.1232 2.0292
63 H 4.1765 -1.1440 4.1275
64 H 5.7414 -2.1951 4.2000
65 H 6.7154 -1.9842 6.3079
66 H 6.1604 -2.3969 8.1304
67 H 6.2754 -3.7906 6.7781
68 Br -5.7820 3.9841 -4.3292
69 C -7.5796 3.5424 -3.7145
70 C -7.7840 3.9613 -2.2770
71 Br -6.9166 2.7184 -1.0500
72 H -7.7193 2.4708 -3.8788
73 H -8.2501 4.0975 -4.3770
74 H -8.8449 3.9274 -2.0129
75 H -7.3908 4.9570 -2.0545
76 Br 6.7934 0.5612 9.2108
77 C 4.9958 0.1195 9.8255
78 C 4.7913 0.5383 11.2630
79 Br 5.6588 -0.7046 12.4900
80 H 4.8560 -0.9522 9.6612
81 H 4.3252 0.6745 9.1631
82 H 3.7305 0.5044 11.5271
83 H 5.1846 1.5340 11.4855
84 Br -5.7632 7.3716 -5.8096
85 C -4.6023 6.5973 -7.1724
86 C -5.1269 6.8784 -8.5614
87 Br -6.6318 5.7166 -8.9954
88 H -4.5141 5.5309 -6.9489
89 H -3.6306 7.0769 -7.0228
90 H -4.3663 6.6512 -9.3139
91 H -5.4687 7.9082 -8.6965
92 Br 7.0011 -5.8992 5.5459
93 C 8.8088 -6.4914 5.9768
94 C 9.0221 -6.5533 7.4716
95 Br 9.2853 -4.7722 8.2208
96 H 9.4976 -5.8123 5.4675
97 H 8.8940 -7.4878 5.5336
98 H 9.9399 -7.0993 7.7076
99 H 8.1862 -7.0068 8.0112
100 Br -4.6144 -4.8417 -0.8847
101 C -5.3438 -3.7357 0.5468
102 C -5.3424 -2.2741 0.1630
103 Br -3.5541 -1.5094 0.3045
104 H -4.7592 -3.9494 1.4454
105 H -6.3668 -4.0957 0.6900
106 H -5.9558 -1.6927 0.8573
107 H -5.6876 -2.0929 -0.8585
108 Br 0.2102 -5.4251 3.3173
109 C -1.4401 -5.7810 4.2941
110 C -2.2737 -6.8299 3.5950
111 Br -3.1955 -6.0821 2.0477
112 H -1.9551 -4.8239 4.4112
113 H -1.1169 -6.1372 5.2765
114 H -3.0695 -7.1910 4.2526
115 H -1.6893 -7.6821 3.2378
116 Br -6.0211 7.5788 -14.2617
117 C -4.2133 6.9866 -13.8309
118 C -4.0001 6.9247 -12.3361
119 Br -3.7368 8.7057 -11.5869
120 H -3.5245 7.6657 -14.3402
121 H -4.1282 5.9902 -14.2741
122 H -3.0822 6.3787 -12.1001
123 H -4.8359 6.4712 -11.7965

Cartesian forces (eV/Å) of the 2 atoms listed first:
0.13 0.68 0.26
-0.82 -0.60 -0.28

3.
DFT (ωB97M-V/def2-TZVPD) results for a molecular structure, C3HBr6F.

The value obtained for the LUMO energy is -0.0264 hartree. As for the energy above the lowest of the compared OMol25 structures with the same formula, charge and spin: 0.855 eV. The gap between HOMO and LUMO comes out at 9.1 eV. Its charge is 0.

Geometry (Å):
1 F 1.8423 0.1351 0.9073
2 Br 0.0437 -2.5720 0.0686
3 Br -1.3853 -1.0517 -2.4760
4 Br -0.1746 -0.5762 2.6509
5 Br 0.6080 2.3206 1.8059
6 Br 0.0810 1.9836 -1.3551
7 Br -2.3454 0.4982 -0.0063
8 C 0.0001 -0.9302 -1.0725
9 C 0.5436 0.5252 1.0838
10 C -0.2880 0.4234 -0.2671
11 H 1.0746 -0.7559 -1.3393

Cartesian forces (eV/Å) of the 2 atoms listed first:
-1.01 0.01 -0.53
-0.18 0.84 -1.20

4.
DFT (ωB97M-V/def2-TZVPD) results for a molecular structure, C6H6O2.

The value obtained for the LUMO energy is 0.0132 hartree. As for the energy above the lowest of the compared OMol25 structures with the same formula, charge and spin: 1.869 eV. The gap between HOMO and LUMO comes out at 9.6 eV. Its charge is 0.

Geometry (Å):
1 C -1.6372 -1.4709 -0.1962
2 C -0.6124 -0.6643 -0.1320
3 C -0.4163 0.7791 -0.5561
4 C 0.3610 1.3564 0.6041
5 C 1.4452 0.4192 -0.0032
6 C 0.8048 -0.9417 0.3705
7 H -2.5894 -1.1888 -0.6434
8 H -1.5739 -2.4907 0.1733
9 H -1.2358 1.3125 -0.9990
10 H 0.1109 1.1761 1.6225
11 H 0.6213 2.3947 0.4260
12 H 2.5163 0.5434 0.0030
13 O 0.8298 0.7176 -1.3346
14 O 1.3756 -1.9427 0.6651

Cartesian forces (eV/Å) of the 2 atoms listed first:
-0.89 -0.77 -0.13
0.92 0.65 0.43

5.
DFT (ωB97M-V/def2-TZVPD) results for C4H9NO in the gas phase.

The value obtained for the LUMO energy is 0.0424 hartree. As for the energy above the lowest of the compared OMol25 structures with the same formula, charge and spin: 1.426 eV. The gap between HOMO and LUMO comes out at 10.7 eV. Its SMILES is CCO/C=N/C. Its charge is 0.

Geometry (Å):
1 C -2.6610 -0.1661 -0.2179
2 C -1.2582 -0.5358 0.1963
3 O -0.6133 0.6390 0.7101
4 C 0.7099 0.7219 0.5031
5 N 1.3801 -0.1587 -0.0999
6 C 2.7919 0.0533 -0.3108
7 H -3.2381 0.2271 0.6229
8 H -2.6296 0.5929 -1.0064
9 H -3.1642 -1.0540 -0.6142
10 H -1.2380 -1.2968 0.9853
11 H -0.6872 -0.9158 -0.6519
12 H 1.1025 1.6590 0.9178
13 H 2.9788 0.2433 -1.3743
14 H 3.3230 -0.8657 -0.0466
15 H 3.2259 0.8890 0.2622

Cartesian forces (eV/Å) of the 2 atoms listed first:
-0.09 0.03 -0.01
-0.01 -0.18 -0.06

6.
DFT (ωB97M-V/def2-TZVPD) results for C21H17N5O2S in the gas phase.

The value obtained for the LUMO energy is -0.0245 hartree. The gap between HOMO and LUMO comes out at 7.5 eV. Its SMILES is Cc1ccc(C#N)c(S(=O)(=O)Nc2ccc(-c3cc4nnc(C)c-4c[nH]3)cc2)c1. Its charge is 0.

Geometry (Å):
1 C -5.6305 -2.3253 0.1118
2 C -4.2610 -2.9478 0.0936
3 C -3.7741 -3.5844 1.2251
4 C -2.4707 -4.1357 1.2298
5 C -1.6596 -4.0876 0.0678
6 C -0.3991 -4.7815 0.0874
7 N 0.6498 -5.2591 0.0910
8 C -2.1513 -3.4224 -1.0845
9 S -1.2687 -3.3233 -2.6813
10 O -1.9280 -2.3495 -3.5948
11 O -1.2754 -4.6648 -3.3051
12 N 0.3769 -2.9047 -2.3307
13 C 0.7197 -1.6907 -1.7081
14 C 1.3927 -1.7083 -0.4714
15 C 1.7644 -0.4921 0.1242
16 C 1.4852 0.7327 -0.4865
17 C 1.9691 2.0125 0.0889
18 C 2.9754 1.9993 1.0658
19 C 3.4165 3.3010 1.6814
20 N 4.3047 3.5604 2.5772
21 N 4.2564 4.9164 2.8062
22 C 3.3230 5.5347 2.1309
23 C 2.9696 6.9586 2.3252
24 C 2.7669 4.5291 1.2518
25 C 1.8321 4.5211 0.2549
26 N 1.4277 3.2751 -0.3276
27 C 0.8162 0.7020 -1.7285
28 C 0.4538 -0.5098 -2.3174
29 C -3.4219 -2.8589 -1.0340
30 H -5.9283 -2.1893 1.1783
31 H -5.5788 -1.2993 -0.3456
32 H -6.3405 -2.9241 -0.3968
33 H -4.3743 -3.6198 2.0991
34 H -2.0841 -4.6217 2.1278
35 H 0.8170 -3.7028 -1.8953
36 H 1.7302 -2.6532 -0.0086
37 H 2.2693 -0.5084 1.0837
38 H 3.4357 1.0733 1.4005
39 H 1.8946 7.0937 2.5961
40 H 3.1536 7.4977 1.3919
41 H 3.5664 7.3879 3.1154
42 H 1.3894 5.4304 -0.1490
43 H 0.6438 3.2730 -0.9541
44 H 0.6312 1.6152 -2.2678
45 H -0.0543 -0.5528 -3.2684
46 H -3.8310 -2.2967 -1.8503

Cartesian forces (eV/Å) of the 2 atoms listed first:
1.06 1.74 1.01
0.67 -0.20 -0.02

Number 1: M 420.43 g/mol. Number 2: M 1780.49 g/mol. Number 3: M 535.46 g/mol. Number 4: M 110.11 g/mol. Number 5: M 87.12 g/mol. Number 6: M 403.47 g/mol.